DFT (ωB97M-V/def2-TZVPD) results for 3 unconnected molecules or ions with the total composition C26H50NO8P2S.

The geometry in XYZ format:
```
88
Properties=species:S:1:pos:R:3:lowdin_charge:R:1
C 6.94 -0.14 2.03 -0.10
C 6.38 0.47 0.73 -0.27
C 5.99 1.94 0.89 -0.23
C 5.60 2.67 -0.40 -0.20
C 4.42 2.03 -1.16 -0.21
C 3.15 2.89 -1.12 -0.21
C 1.97 2.23 -1.85 -0.19
C 0.58 2.70 -1.39 -0.14
C -0.44 1.52 -1.36 -0.10
C -0.32 0.87 -0.03 -0.20
N 0.40 -0.20 0.15 0.18
C 0.46 -0.69 1.57 -0.36
C -0.59 -1.82 1.76 -0.14
C -0.22 -3.31 1.95 -0.38
C 0.27 -4.00 0.67 -0.02
O -1.41 -3.93 2.42 -0.04
P 2.22 -1.06 2.05 0.50
O 2.31 -1.63 3.40 -0.22
O 2.87 -1.94 0.88 -0.09
O 3.00 0.33 1.91 -0.11
C 0.07 0.67 2.27 -0.60
S -0.61 0.55 3.94 0.86
C -0.90 1.34 1.26 -0.36
P -2.69 0.72 1.46 0.96
C -3.35 1.92 2.68 -0.29
C -3.50 1.30 -0.07 -0.29
H 6.64 0.46 2.90 0.07
H 6.56 -1.15 2.20 0.07
H 8.03 -0.18 2.02 0.07
H 7.14 0.40 -0.07 0.11
H 5.52 -0.12 0.40 0.08
H 6.83 2.47 1.35 0.12
H 5.16 2.01 1.62 0.10
H 5.35 3.70 -0.15 0.11
H 6.48 2.72 -1.05 0.11
H 4.21 1.03 -0.77 0.09
H 4.69 1.88 -2.21 0.12
H 3.37 3.86 -1.56 0.12
H 2.87 3.09 -0.07 0.11
H 2.07 1.14 -1.74 0.09
H 2.07 2.43 -2.93 0.13
H 0.17 3.49 -2.03 0.11
H 0.67 3.11 -0.38 0.11
H -1.46 1.84 -1.57 0.08
H -0.16 0.80 -2.13 0.13
H 0.86 -0.64 -0.64 0.17
H -1.24 -1.79 0.88 0.07
H -1.22 -1.54 2.61 0.07
H 0.51 -3.43 2.75 0.14
H 0.05 -3.41 -0.23 0.08
H 1.34 -4.23 0.71 0.08
H -0.23 -4.97 0.56 0.09
H -1.95 -4.18 1.66 0.01
H 2.30 -2.24 0.17 0.06
H 2.80 0.86 1.13 0.06
H 0.94 1.32 2.34 0.10
H 0.58 0.36 4.52 -0.10
H -0.88 2.43 1.27 0.14
H -2.70 2.79 2.83 0.05
H -4.32 2.29 2.31 0.04
H -3.49 1.41 3.63 0.02
H -3.34 0.58 -0.88 0.03
H -3.22 2.31 -0.40 0.05
H -4.58 1.32 0.15 0.05
O -1.93 3.60 -3.38 0.11
C -2.60 2.94 -4.12 -0.49
O -3.69 3.44 -4.73 0.04
C -4.37 2.41 -5.48 -0.13
C -3.31 1.34 -5.73 -0.14
C -2.43 1.48 -4.49 -0.08
H -5.19 2.05 -4.86 0.13
H -4.77 2.86 -6.38 0.13
H -3.74 0.35 -5.87 0.12
H -2.74 1.59 -6.62 0.12
H -2.79 0.88 -3.65 0.12
H -1.38 1.27 -4.67 0.12
O -2.85 -2.66 -0.02 0.10
C -3.50 -3.49 0.55 -0.48
O -3.08 -4.77 0.64 -0.02
C -4.07 -5.58 1.32 -0.11
C -4.88 -4.59 2.14 -0.13
C -4.82 -3.33 1.28 -0.05
H -4.66 -6.09 0.56 0.13
H -3.54 -6.32 1.91 0.14
H -5.89 -4.95 2.35 0.12
H -4.38 -4.41 3.10 0.12
H -5.61 -3.30 0.53 0.14
H -4.82 -2.40 1.84 0.12
```

Highest occupied orbital energy ... -11.594 eV
ΔE to the lowest compared entry with this formula, charge and spin ... 0.000 eV
Total charge ... +1
LUMO ... -3.40 eV